112
Properties=species:S:1:pos:R:3 method="wB97M-V/def2-TZVPD" max_force_ha_per_bohr=0.04242 energy_ha=-4671.6954 homo_lumo_gap_ev=2.464 total_charge=+1 mol_weight_g_mol=1200.06
In 0.076 -0.040 0.784
N 1.889 0.511 3.246
C 1.282 1.362 4.164
C 1.755 1.499 5.451
C 1.136 2.355 6.372
C 0.035 3.083 6.017
C -0.519 2.933 4.731
C -1.695 3.602 4.331
C -2.231 3.364 3.095
C -1.582 2.450 2.254
N -0.461 1.846 2.572
C 0.094 2.057 3.791
H 1.932 0.909 2.315
H 2.795 0.185 3.552
H 2.639 0.947 5.746
H 1.551 2.445 7.366
H -0.429 3.766 6.714
H -2.170 4.286 5.023
H -3.144 3.841 2.767
H -2.008 2.198 1.287
C -5.921 -0.491 0.518
C -4.937 -0.714 1.602
N -5.198 -0.870 2.857
N -3.999 -1.053 3.455
C -2.977 -1.011 2.586
S -1.357 -1.260 2.925
N -3.574 -0.803 1.388
N -2.898 -0.619 0.188
H -6.922 -0.603 0.924
H -5.790 -1.217 -0.286
H -5.820 0.516 0.109
H -3.932 -1.200 4.449
H -2.330 -1.451 -0.032
H -3.585 -0.506 -0.549
F -3.717 1.913 -6.943
C -3.109 2.011 -5.759
C -3.699 1.421 -4.655
C -3.067 1.533 -3.428
C -1.857 2.209 -3.312
C -1.288 2.793 -4.436
C -1.914 2.703 -5.669
Sb -0.897 2.397 -1.383
C 1.017 2.936 -2.138
C 1.633 2.061 -3.028
C 2.923 2.299 -3.468
C 3.578 3.429 -3.007
F 4.835 3.652 -3.404
C 2.982 4.324 -2.138
C 1.693 4.066 -1.696
C -1.644 4.382 -0.963
C -2.602 4.971 -1.779
C -3.085 6.239 -1.496
C -2.594 6.905 -0.388
F -3.057 8.126 -0.102
C -1.645 6.341 0.445
C -1.178 5.069 0.156
H -4.633 0.890 -4.771
H -3.529 1.095 -2.548
H -0.351 3.328 -4.351
H -1.495 3.166 -6.551
H 1.104 1.184 -3.379
H 3.420 1.625 -4.152
H 3.526 5.201 -1.816
H 1.221 4.756 -1.009
H -2.980 4.446 -2.647
H -3.830 6.707 -2.125
H -1.282 6.897 1.298
H -0.447 4.612 0.813
Cl 4.479 -1.138 -0.783
C 3.994 0.544 -0.510
C 2.476 0.620 -0.332
O 1.729 -0.089 -1.031
O 2.043 1.394 0.560
H 4.309 1.137 -1.367
H 4.490 0.901 0.388
O 4.201 -8.393 -2.203
S 5.335 -7.483 -2.271
O 5.131 -6.296 -3.066
O 6.641 -8.078 -2.333
C 5.145 -6.888 -0.502
N 5.746 -7.582 0.452
C 5.433 -7.242 1.698
C 4.536 -6.214 1.975
C 3.989 -5.535 0.892
N 4.288 -5.900 -0.356
C 3.073 -4.386 0.982
C 2.861 -3.661 2.156
C 2.032 -2.557 2.117
N 1.421 -2.166 0.999
C 1.609 -2.860 -0.126
C 2.418 -3.971 -0.178
H 5.917 -7.810 2.484
H 4.276 -5.972 2.996
H 3.348 -3.932 3.081
H 1.836 -1.964 3.002
H 1.105 -2.486 -1.006
H 2.574 -4.520 -1.097
C -1.801 -4.186 0.897
C -1.776 -4.083 -0.613
O -1.498 -2.736 -1.005
C -1.446 -2.606 -2.425
C -0.919 -1.236 -2.791
H -1.790 -5.233 1.193
H -2.696 -3.723 1.316
H -0.923 -3.694 1.314
H -2.738 -4.393 -1.040
H -0.997 -4.737 -1.019
H -2.449 -2.767 -2.841
H -0.784 -3.379 -2.832
H -1.639 -0.462 -2.528
H -0.734 -1.193 -3.863
H 0.017 -1.046 -2.267